1.
# C33H27N6O3Sc

C33H27N6O3Sc as an isolated structure (ωB97M-V/def2-TZVPD, the Open Molecules 2025 dataset).

```
70
Properties=species:S:1:pos:R:3:forces:R:3
Sc -0.150 0.179 0.080 -0.07 -0.12 0.04
C -4.033 -0.097 -2.599 -0.03 -0.03 0.01
O -3.931 1.278 -2.242 0.05 0.00 0.02
C -4.045 1.547 -0.902 -0.05 0.00 -0.08
C -5.068 2.373 -0.488 0.00 0.00 0.04
C -5.199 2.743 0.853 0.01 -0.01 -0.03
C -4.287 2.271 1.767 -0.02 0.01 0.04
C -3.220 1.452 1.369 0.04 -0.03 -0.02
C -2.289 0.988 2.381 -0.08 0.04 0.06
N -1.150 0.466 2.119 0.04 0.02 -0.01
N -0.430 0.002 3.218 0.00 0.03 0.05
C 0.534 -0.781 2.803 -0.09 0.10 -0.13
O 0.772 -1.043 1.564 0.04 -0.04 0.02
C 1.417 -1.398 3.831 0.04 -0.05 -0.01
C 2.429 -2.261 3.423 0.01 0.00 0.00
C 3.267 -2.847 4.360 -0.01 0.01 0.02
C 3.100 -2.572 5.710 0.00 -0.01 -0.03
C 2.090 -1.710 6.120 0.00 0.00 0.00
C 1.250 -1.126 5.187 -0.01 0.00 0.02
C -3.080 1.067 0.016 0.03 0.00 0.05
O -2.095 0.310 -0.398 -0.05 0.00 -0.03
H -3.951 -0.138 -3.683 0.00 0.00 0.00
H -3.237 -0.685 -2.146 0.02 0.01 0.00
H -5.006 -0.496 -2.298 -0.01 0.01 0.00
H -5.764 2.728 -1.237 0.00 0.00 0.00
H -6.011 3.387 1.162 0.00 0.00 0.01
H -4.374 2.536 2.815 0.00 0.00 -0.01
H -2.588 1.074 3.426 0.02 0.00 0.00
H 2.544 -2.465 2.366 0.00 0.01 0.00
H 4.051 -3.519 4.035 0.00 0.00 0.00
H 3.754 -3.028 6.441 0.00 0.00 0.00
H 1.958 -1.496 7.173 0.00 0.00 0.00
H 0.456 -0.458 5.492 0.00 0.00 0.00
C -0.846 -4.280 -0.554 -0.01 -0.05 0.01
C -1.119 -2.907 -0.438 -0.02 0.04 0.01
N -0.251 -1.985 -0.772 0.03 0.03 -0.05
C 0.967 -2.351 -1.255 0.01 0.00 -0.01
C 1.349 -3.701 -1.358 -0.10 0.01 0.04
C 0.385 -4.671 -0.996 0.05 0.02 -0.02
C 2.655 -4.020 -1.796 0.05 -0.01 -0.02
C 3.520 -3.006 -2.091 -0.01 -0.02 0.01
C 3.134 -1.651 -2.011 -0.01 0.03 -0.02
C 1.857 -1.289 -1.636 -0.04 0.03 0.07
N 1.323 -0.017 -1.507 0.18 -0.03 -0.17
C 1.586 0.999 -2.388 0.02 -0.07 0.02
C 2.417 0.985 -3.499 -0.03 0.01 0.03
C 2.544 2.109 -4.337 0.01 0.00 -0.02
C 1.862 3.270 -4.112 0.02 0.01 -0.04
C 0.969 3.327 -3.018 -0.07 -0.01 0.11
C 0.168 4.455 -2.734 0.04 -0.04 -0.03
C -0.717 4.424 -1.696 -0.02 0.08 -0.02
C -0.810 3.256 -0.924 -0.01 -0.10 0.05
N -0.067 2.194 -1.146 -0.02 0.05 0.02
C 0.827 2.207 -2.172 0.03 -0.03 -0.02
H -1.599 -5.002 -0.271 0.00 0.01 0.00
H -2.068 -2.555 -0.048 0.00 0.00 0.00
H 0.641 -5.721 -1.071 0.00 0.00 0.00
H 2.956 -5.057 -1.872 0.00 0.00 0.00
H 4.533 -3.238 -2.397 0.00 0.01 0.00
H 3.867 -0.888 -2.225 0.01 0.00 -0.01
H 2.962 0.093 -3.758 0.00 -0.01 -0.01
H 3.209 2.035 -5.189 0.00 0.01 0.00
H 1.971 4.129 -4.760 0.00 0.00 0.00
H 0.259 5.334 -3.362 -0.01 0.00 0.00
H -1.354 5.266 -1.466 0.00 0.00 0.00
H -1.523 3.193 -0.108 0.00 0.01 0.00
N 1.465 1.571 1.182 0.00 0.06 0.02
H 1.562 2.525 0.853 0.02 0.00 0.01
H 2.348 1.095 1.029 0.00 -0.01 0.00
H 1.299 1.593 2.185 0.01 -0.01 0.00
```
Positions in Å, forces in eV/Å.

Computed properties:
- E_LUMO (eV) = 0.015
- gap between HOMO and LUMO (Eh) = 0.2583
- multiplicity = 1

---

2.
# C33H28AuFN4O4S3

C33H28AuFN4O4S3 as an isolated structure (ωB97M-V/def2-TZVPD, the Open Molecules 2025 dataset).

```
74
Properties=species:S:1:pos:R:3:forces:R:3
Au -0.181 -1.005 -0.629 -0.72 -0.04 0.70
C 5.141 3.776 -3.367 0.00 -0.07 0.03
C 4.513 2.493 -2.890 0.02 0.03 0.00
C 3.270 2.082 -3.364 -0.01 -0.02 -0.02
C 2.716 0.876 -2.963 0.04 -0.06 0.02
C 3.420 0.065 -2.085 0.09 0.06 0.01
C 4.662 0.451 -1.600 -0.04 -0.02 -0.03
C 5.194 1.667 -1.996 -0.01 0.01 0.02
S 2.679 -1.440 -1.548 -0.07 -0.39 -0.20
O 1.653 -1.757 -2.509 0.15 0.04 -0.30
O 3.707 -2.421 -1.332 0.14 0.26 0.39
N 1.857 -1.034 -0.198 -0.47 -0.58 -0.04
C 2.316 -1.125 1.120 0.03 0.06 -0.06
C 3.640 -1.273 1.470 -0.15 0.03 -0.07
C 4.043 -1.295 2.820 0.12 0.02 -0.10
C 3.150 -1.157 3.839 -0.01 0.04 0.14
C 1.777 -1.007 3.539 0.03 -0.04 -0.15
C 0.780 -0.867 4.532 0.05 -0.01 0.06
C -0.534 -0.768 4.182 -0.15 0.01 -0.02
C -0.872 -0.827 2.814 0.26 0.10 0.09
N 0.031 -0.942 1.876 0.12 0.14 0.45
C 1.348 -1.011 2.192 -0.02 -0.09 -0.13
H 4.459 4.338 -4.004 0.01 0.01 0.02
H 6.042 3.559 -3.944 -0.01 0.04 -0.01
H 5.439 4.408 -2.528 -0.02 0.01 -0.01
H 2.735 2.703 -4.073 0.01 0.00 0.02
H 1.758 0.540 -3.339 0.00 0.05 0.01
H 5.213 -0.207 -0.942 0.01 0.04 -0.01
H 6.163 1.974 -1.618 -0.01 -0.02 -0.04
H 4.372 -1.396 0.686 0.06 -0.04 0.11
H 5.096 -1.419 3.040 -0.02 -0.01 -0.01
H 3.475 -1.169 4.872 -0.02 0.02 -0.01
H 1.077 -0.844 5.574 0.02 -0.01 -0.02
H -1.313 -0.658 4.925 0.03 0.00 0.00
H -1.907 -0.789 2.486 0.01 0.05 0.05
O -4.129 2.970 -0.295 0.13 0.01 -0.02
C -4.777 1.798 -0.374 -0.01 -0.09 0.01
C -6.167 1.824 -0.242 -0.03 0.04 0.01
C -6.904 0.660 -0.315 0.06 -0.04 -0.01
C -6.271 -0.566 -0.517 -0.04 0.00 0.02
C -4.898 -0.600 -0.642 0.01 0.02 -0.02
C -4.129 0.566 -0.576 0.02 -0.09 -0.05
C -2.656 0.434 -0.671 0.02 0.14 -0.16
O -2.196 -0.746 -0.926 0.13 -0.40 0.06
N -1.941 1.515 -0.480 -0.03 0.19 0.15
N -0.580 1.286 -0.400 0.20 -0.72 -0.43
C 0.157 2.306 -0.206 -0.14 0.22 0.12
S 1.859 2.173 0.180 -0.01 -0.04 -0.03
C 2.204 3.917 -0.153 -0.02 -0.10 -0.03
C 1.031 4.728 0.361 -0.08 -0.05 0.00
S -0.498 3.940 -0.213 0.01 -0.03 -0.02
H -3.164 2.771 -0.356 -0.05 0.02 0.06
H -6.641 2.782 -0.072 0.01 -0.01 -0.03
H -7.981 0.703 -0.207 0.00 0.01 0.00
H -6.848 -1.480 -0.568 0.02 0.00 0.00
H -4.378 -1.536 -0.787 -0.02 0.03 -0.02
H 2.340 4.042 -1.227 0.02 0.06 0.00
H 3.132 4.161 0.364 0.00 0.04 -0.02
H 1.037 5.743 -0.034 0.03 0.01 0.03
H 1.018 4.759 1.450 0.05 0.04 0.01
F -5.626 -4.308 0.764 -0.06 -0.03 0.02
C -4.330 -4.076 0.501 0.14 0.01 -0.02
C -3.491 -3.721 1.541 -0.06 -0.01 0.06
C -2.158 -3.486 1.263 0.14 -0.02 -0.02
C -1.667 -3.556 -0.045 -0.30 -0.38 0.03
C -0.283 -3.268 -0.350 0.39 2.53 -0.68
C -2.552 -3.926 -1.065 0.16 0.01 -0.05
C -3.878 -4.210 -0.798 -0.06 -0.03 -0.03
H -3.889 -3.641 2.544 0.02 -0.03 0.00
H -1.473 -3.244 2.064 -0.04 0.01 0.01
H 0.094 -3.466 -1.347 0.04 -0.54 0.13
H 0.452 -3.237 0.446 -0.05 -0.52 0.03
H -2.176 -3.997 -2.079 -0.06 0.00 0.01
H -4.561 -4.534 -1.571 0.00 0.08 -0.01
```
Positions in Å, forces in eV/Å.

Computed properties:
- E_LUMO (eV) = -1.027
- gap between HOMO and LUMO (Eh) = 0.2544
- multiplicity = 1

---

3.
# C33H28BrFMoN5O4SbSe4

C33H28BrFMoN5O4SbSe4 as an isolated structure (ωB97M-V/def2-TZVPD, the Open Molecules 2025 dataset).

```
78
Properties=species:S:1:pos:R:3:forces:R:3
Mo 1.570 3.294 1.838 0.96 1.04 -0.12
Br 1.209 -1.146 -4.246 1.75 1.52 0.30
C 1.291 0.219 -2.890 -0.01 0.17 0.13
C 0.626 1.426 -3.120 0.02 -0.21 -0.19
C 0.659 2.393 -2.147 0.02 0.07 0.00
C 1.329 2.154 -0.938 0.06 0.30 0.42
O 1.340 3.081 -0.016 -0.44 -0.11 -1.01
C 1.997 0.944 -0.716 0.18 -0.25 0.10
C 2.624 0.636 0.561 -0.03 -0.29 -0.51
N 2.497 1.330 1.629 -0.18 -0.45 0.94
C 2.938 0.750 2.880 -0.28 0.52 -0.37
C 3.622 -0.415 3.031 0.32 -0.40 0.17
C 3.887 -0.943 4.319 -0.01 -0.01 -0.39
C 3.456 -0.300 5.436 -0.07 0.18 0.12
C 2.764 0.928 5.314 0.11 -0.08 0.19
C 2.297 1.666 6.431 0.15 -0.28 0.03
C 1.624 2.821 6.228 -0.16 0.35 -0.17
C 1.416 3.277 4.904 -0.05 0.19 0.51
N 1.862 2.634 3.860 0.03 -0.60 0.06
C 2.527 1.449 4.040 -0.19 0.21 -0.31
C 1.983 -0.026 -1.729 0.05 -0.16 -0.05
H 0.110 1.605 -4.053 0.01 -0.02 0.00
H 0.185 3.355 -2.293 -0.01 -0.04 0.05
H 3.160 -0.307 0.599 -0.02 -0.07 -0.11
H 3.978 -0.966 2.173 0.01 -0.05 0.02
H 4.424 -1.879 4.404 0.02 0.01 -0.04
H 3.635 -0.711 6.422 0.01 0.02 -0.01
H 2.487 1.296 7.431 -0.01 -0.01 -0.05
H 1.256 3.419 7.049 -0.02 0.01 -0.03
H 0.891 4.198 4.707 -0.05 0.09 0.03
H 2.505 -0.965 -1.583 -0.04 0.02 0.02
F 0.724 -3.833 -1.119 0.04 -0.05 0.07
C -0.279 -2.932 -0.904 -0.05 0.01 -0.11
C -0.074 -1.990 0.061 0.18 -0.02 0.09
C -1.024 -1.015 0.313 -0.03 0.29 0.26
C -0.750 0.017 1.357 -0.26 -0.05 -0.01
O 0.185 -0.131 2.128 0.01 0.08 -0.07
C -1.725 1.102 1.376 0.09 -0.41 0.04
C -2.895 0.938 0.731 -0.21 -0.23 -0.33
N -3.199 -0.098 -0.118 0.08 0.02 0.00
C -4.548 -0.310 -0.582 0.15 0.01 0.04
C -4.914 0.016 -2.004 0.00 0.00 -0.14
C -5.433 0.852 -0.869 -0.08 0.13 -0.06
C -2.224 -1.047 -0.396 -0.14 0.18 0.00
C -2.426 -2.033 -1.366 -0.11 0.02 0.03
C -1.454 -2.974 -1.671 0.10 -0.24 -0.10
N -1.716 -3.918 -2.708 -0.22 0.06 0.11
C -0.715 -4.898 -3.104 -0.18 0.10 0.01
C 0.411 -4.251 -3.882 0.05 -0.13 -0.12
N -0.161 -3.550 -5.099 -0.31 -0.08 0.39
C -1.306 -2.620 -4.745 -0.70 -0.30 0.12
C -2.338 -3.365 -3.906 0.31 -0.21 -0.16
C -1.575 2.374 2.179 -0.64 0.03 -0.12
O -2.584 2.920 2.612 0.24 -0.18 0.06
O -0.384 2.783 2.250 0.11 -0.09 0.50
H 0.843 -1.988 0.642 -0.06 0.01 -0.03
H -3.666 1.682 0.871 -0.03 -0.04 0.07
H -5.018 -1.182 -0.140 -0.01 -0.02 0.00
H -5.597 -0.642 -2.530 0.01 0.02 0.07
H -4.139 0.458 -2.619 -0.01 -0.01 0.07
H -6.471 0.757 -0.587 0.02 -0.01 -0.01
H -5.037 1.853 -0.766 0.04 -0.04 -0.01
H -3.375 -2.060 -1.877 0.00 -0.02 0.03
H -1.225 -5.644 -3.722 0.00 -0.01 0.02
H -0.301 -5.421 -2.252 -0.01 -0.01 0.09
H 1.157 -4.969 -4.221 -0.03 0.00 -0.12
H 0.901 -3.485 -3.290 -0.04 -0.12 -0.08
H -0.488 -4.246 -5.768 0.01 -0.01 -0.07
H 0.580 -3.004 -5.541 -0.04 -0.11 -0.16
H -1.722 -2.235 -5.673 0.05 -0.02 -0.10
H -0.876 -1.799 -4.170 -0.51 -0.43 -0.19
H -2.786 -4.184 -4.473 -0.06 -0.05 0.02
H -3.132 -2.670 -3.665 -0.06 0.00 -0.02
Se 3.642 7.587 4.015 0.02 -0.01 0.03
Sb 3.063 6.625 1.912 -0.03 -0.13 -0.03
Se 0.730 5.521 2.134 -0.06 0.20 0.08
Se 3.822 4.145 1.887 0.26 0.18 0.10
Se 3.349 7.650 -0.222 -0.02 0.00 0.01
```
Positions in Å, forces in eV/Å.

Computed properties:
- E_LUMO (alpha / beta) (eV) = -1.693 / -1.693
- gap between HOMO and LUMO (alpha / beta) (Eh) = 0.1512 / 0.1514
- multiplicity = 1

---

| no. | F_max (eV Å⁻¹) |
| --- | --- |
| 1 | 0.25 |
| 2 | 2.65 |
| 3 | 2.34 |